Record 1
Here is a structure of composition C40H59N4O4Pd from the Open Molecules 2025 dataset. Energies are from ωB97M-V/def2-TZVPD.

Each line ends with the Löwdin spin population.
Positions of all 108 atoms, in Å:
Pd (1.117, -2.542, -0.032)  1.51
C (2.775, -4.894, -1.171)  0.00
N (1.387, -4.475, -1.421)  0.10
C (0.470, -5.569, -1.085)  0.01
C (1.182, -4.092, -2.817)  0.00
C (1.873, -2.787, -3.153)  0.00
N (1.313, -1.659, -2.394)  0.07
C (0.050, -1.265, -3.026)  0.02
C (-0.915, -0.408, -2.258)  0.14
C (-1.516, 0.624, -2.927)  0.01
C (-2.649, 1.268, -2.417)  0.20
C (-3.084, 0.888, -1.139)  -0.01
C (-2.535, -0.122, -0.386)  0.14
C (-1.429, -0.879, -0.986)  0.12
O (-0.985, -1.974, -0.534)  0.32
C (-3.218, -0.372, 0.965)  0.01
C (-3.230, 0.950, 1.753)  0.01
C (-2.563, -1.414, 1.863)  0.00
C (-4.665, -0.823, 0.698)  0.01
C (-3.474, 2.245, -3.230)  0.02
C (-2.859, 2.528, -4.604)  0.00
C (-3.639, 3.579, -2.485)  0.01
C (-4.864, 1.615, -3.446)  0.01
C (2.257, -0.531, -2.433)  0.01
C (2.083, 0.479, -1.338)  0.11
C (1.660, 1.745, -1.592)  0.02
C (1.675, 2.734, -0.587)  0.20
C (2.221, 2.389, 0.649)  -0.01
C (2.714, 1.136, 0.973)  0.18
C (2.560, 0.089, -0.023)  0.11
O (2.858, -1.129, 0.140)  0.31
C (3.473, 1.045, 2.305)  0.02
C (4.011, -0.337, 2.679)  0.00
C (2.553, 1.544, 3.437)  0.01
C (4.687, 1.989, 2.190)  0.01
C (1.186, 4.131, -0.906)  0.02
C (2.097, 4.734, -1.990)  0.02
C (1.191, 5.056, 0.313)  0.00
C (-0.258, 4.041, -1.430)  0.01
H (3.104, -5.620, -1.925)  0.00
H (2.833, -5.360, -0.190)  0.00
H (3.452, -4.041, -1.180)  0.00
H (0.628, -6.422, -1.757)  0.00
H (-0.562, -5.232, -1.179)  0.00
H (0.636, -5.890, -0.062)  0.00
H (0.108, -4.007, -2.981)  0.00
H (1.559, -4.873, -3.490)  0.00
H (1.798, -2.606, -4.234)  0.00
H (2.931, -2.871, -2.908)  0.00
H (-0.499, -2.176, -3.269)  0.01
H (0.279, -0.762, -3.975)  0.00
H (-1.125, 0.895, -3.900)  0.00
H (-3.942, 1.407, -0.731)  0.00
H (-2.214, 1.327, 1.895)  0.00
H (-3.672, 0.778, 2.735)  0.00
H (-3.816, 1.726, 1.257)  0.00
H (-1.526, -1.156, 2.039)  0.00
H (-2.614, -2.411, 1.434)  0.00
H (-3.077, -1.435, 2.826)  0.00
H (-5.226, -0.077, 0.131)  0.00
H (-5.171, -0.982, 1.650)  0.00
H (-4.677, -1.760, 0.139)  0.00
H (-1.859, 2.959, -4.513)  0.00
H (-3.482, 3.247, -5.135)  0.00
H (-2.806, 1.623, -5.210)  0.00
H (-2.675, 4.075, -2.362)  0.00
H (-4.085, 3.445, -1.499)  0.00
H (-4.291, 4.234, -3.064)  0.00
H (-4.780, 0.648, -3.945)  0.00
H (-5.467, 2.273, -4.073)  0.00
H (-5.393, 1.466, -2.504)  0.00
H (2.195, -0.033, -3.410)  0.00
H (3.264, -0.934, -2.325)  0.00
H (1.326, 1.993, -2.593)  0.00
H (2.304, 3.161, 1.400)  0.00
H (3.212, -1.065, 2.723)  0.00
H (4.487, -0.284, 3.661)  0.00
H (4.754, -0.679, 1.961)  0.00
H (1.568, 1.079, 3.366)  0.00
H (2.422, 2.627, 3.408)  0.00
H (2.990, 1.295, 4.404)  0.00
H (5.354, 1.664, 1.390)  0.00
H (5.244, 1.977, 3.128)  0.00
H (4.381, 3.017, 1.988)  0.00
H (3.126, 4.802, -1.633)  0.00
H (1.756, 5.738, -2.244)  0.00
H (2.093, 4.133, -2.900)  0.00
H (2.198, 5.207, 0.707)  0.00
H (0.554, 4.663, 1.108)  0.00
H (0.803, 6.032, 0.023)  0.00
H (-0.325, 3.449, -2.345)  0.00
H (-0.634, 5.043, -1.644)  0.00
H (-0.903, 3.580, -0.678)  0.00
O (1.058, -4.231, 1.372)  0.16
N (0.659, -4.067, 2.570)  0.03
N (0.538, -2.867, 2.943)  0.00
O (0.828, -1.847, 2.182)  0.06
C (0.063, -2.621, 4.274)  0.00
C (0.076, -1.318, 4.746)  0.00
C (-0.377, -1.052, 6.029)  0.00
C (-0.849, -2.081, 6.828)  0.00
C (-0.861, -3.383, 6.345)  0.00
C (-0.407, -3.663, 5.068)  0.00
H (0.444, -0.530, 4.107)  0.00
H (-0.361, -0.035, 6.397)  0.00
H (-1.213, -1.870, 7.825)  0.00
H (-1.223, -4.191, 6.966)  0.00
H (-0.425, -4.668, 4.676)  0.00

The value obtained for the relative energy (zero: lowest compared OMol25 entry of this formula, charge and spin) is 1.0915 eV. Its expectation value of S² is 6.0692. The calculation puts the HOMO energy (alpha / beta) at -0.385 / -0.382 Eh. Its net charge is +1. As for the spin multiplicity: 5.

---

Record 2
Here is a structure of composition C40H60CaF3NO32 from the Open Molecules 2025 dataset. Energies are from ωB97M-V/def2-TZVPD.

Each line ends with the Löwdin charge.
Positions of all 137 atoms, in Å:
Ca (13.317, -2.281, -2.951)  1.59
C (11.990, -1.330, -5.778)  -0.45
O (11.325, -0.964, -4.676)  -0.16
O (12.775, -2.407, -5.272)  -0.36
C (11.131, -1.848, -7.033)  -0.53
F (9.979, -1.148, -7.096)  0.11
F (11.687, -1.749, -8.193)  0.19
F (10.732, -3.160, -7.030)  0.09
C (11.092, 0.478, -4.434)  -0.11
C (10.207, 0.433, -3.085)  -0.05
H (10.642, -0.189, -2.303)  0.05
H (10.107, 1.452, -2.713)  0.08
H (9.179, 0.103, -3.235)  0.04
H (10.454, 0.854, -5.234)  0.11
H (11.999, 0.999, -4.127)  0.12
H (12.629, -0.519, -6.124)  0.14
N (15.649, -0.462, -3.471)  -0.64
O (15.629, -1.633, -3.267)  -0.12
O (14.629, 0.247, -3.233)  -0.07
O (16.706, 0.006, -3.934)  0.01
C (11.826, 0.734, 3.214)  0.01
C (11.683, -0.037, 1.808)  -0.27
C (11.185, 0.786, 0.625)  -0.08
O (12.111, 0.484, -0.401)  0.07
C (12.950, -0.482, -0.021)  -0.41
O (13.638, -1.265, -0.755)  -0.04
O (12.939, -0.448, 1.360)  0.07
H (12.354, 1.687, 3.246)  0.09
H (12.204, 0.167, 4.065)  0.08
H (10.841, 1.028, 3.576)  0.08
H (11.186, -1.007, 1.803)  0.16
H (11.103, 1.855, 0.821)  0.15
H (10.157, 0.593, 0.320)  0.13
C (6.630, 1.644, -3.814)  -0.01
C (6.110, 1.860, -2.436)  -0.26
C (6.973, 1.119, -1.396)  -0.11
O (7.176, 2.171, -0.515)  0.08
C (6.927, 3.363, -1.038)  -0.66
O (7.322, 4.390, -0.628)  0.17
O (6.288, 3.294, -2.167)  0.12
H (6.126, 2.192, -4.609)  0.09
H (6.665, 0.583, -4.061)  0.08
H (7.642, 2.027, -3.681)  0.09
H (5.046, 1.693, -2.274)  0.16
H (7.861, 0.643, -1.810)  0.09
H (6.446, 0.303, -0.901)  0.13
C (17.125, -3.885, -7.094)  -0.01
C (16.090, -2.768, -7.242)  -0.33
C (16.418, -1.379, -6.818)  -0.11
O (16.300, -0.649, -7.985)  0.08
C (15.907, -1.365, -9.027)  -0.48
O (15.441, -0.895, -10.069)  0.11
O (15.732, -2.656, -8.583)  0.09
H (17.497, -4.150, -6.105)  0.08
H (18.061, -3.734, -7.631)  0.09
H (16.728, -4.848, -7.415)  0.08
H (15.170, -3.081, -6.748)  0.14
H (17.425, -1.263, -6.416)  0.14
H (15.750, -1.003, -6.043)  0.12
C (5.837, -0.603, -10.578)  -0.01
C (6.696, -1.844, -10.446)  -0.29
C (7.732, -2.028, -11.604)  -0.03
O (8.569, -2.969, -10.901)  0.08
C (8.383, -2.955, -9.595)  -0.59
O (8.881, -3.767, -8.781)  0.10
O (7.566, -2.009, -9.314)  0.10
H (4.998, -0.594, -11.272)  0.10
H (6.338, 0.358, -10.694)  0.08
H (5.236, -0.785, -9.687)  0.09
H (5.984, -2.668, -10.393)  0.16
H (8.264, -1.124, -11.903)  0.12
H (7.218, -2.391, -12.494)  0.14
C (12.491, -0.325, -10.596)  -0.02
C (11.048, -0.053, -10.934)  -0.35
C (10.764, 1.414, -10.671)  -0.09
O (10.202, 1.806, -11.899)  0.09
C (10.314, 0.927, -12.868)  -0.57
O (10.009, 1.061, -14.017)  0.17
O (10.848, -0.167, -12.288)  0.09
H (12.670, -1.398, -10.661)  0.10
H (12.666, 0.224, -9.670)  0.07
H (13.264, -0.011, -11.297)  0.10
H (10.197, -0.520, -10.437)  0.15
H (11.736, 1.869, -10.479)  0.12
H (10.103, 1.544, -9.814)  0.10
C (7.444, -2.384, -5.570)  0.03
C (7.361, -3.428, -4.380)  -0.27
C (8.246, -3.078, -3.255)  -0.12
O (7.533, -2.243, -2.376)  0.10
C (6.301, -2.319, -2.763)  -0.59
O (5.329, -1.808, -2.151)  0.09
O (6.144, -3.224, -3.696)  0.11
H (6.540, -2.495, -6.168)  0.10
H (8.373, -2.591, -6.101)  0.06
H (7.631, -1.343, -5.303)  0.08
H (7.522, -4.466, -4.670)  0.16
H (9.084, -2.464, -3.586)  0.12
H (8.572, -3.937, -2.668)  0.14
C (15.672, 3.152, -6.688)  -0.02
C (14.454, 3.692, -7.358)  -0.35
C (13.384, 2.614, -7.544)  -0.09
O (12.225, 3.121, -6.921)  0.06
C (12.472, 4.295, -6.380)  -0.52
O (11.677, 5.089, -5.963)  0.16
O (13.842, 4.607, -6.470)  0.07
H (15.504, 2.666, -5.727)  0.10
H (16.356, 3.984, -6.521)  0.09
H (16.136, 2.479, -7.409)  0.09
H (14.762, 4.158, -8.294)  0.16
H (13.753, 1.664, -7.159)  0.13
H (13.265, 2.606, -8.628)  0.12
C (9.198, 2.609, -7.692)  -0.01
C (7.852, 3.429, -7.868)  -0.27
C (7.316, 3.331, -9.261)  -0.11
O (5.907, 3.258, -9.140)  0.07
C (5.609, 2.826, -7.907)  -0.42
O (4.389, 2.633, -7.520)  0.06
O (6.795, 2.758, -7.174)  0.04
H (9.944, 3.077, -8.334)  0.08
H (9.156, 1.542, -7.914)  0.08
H (9.443, 2.795, -6.646)  0.07
H (7.985, 4.425, -7.447)  0.16
H (7.710, 2.434, -9.738)  0.12
H (7.541, 4.166, -9.925)  0.15
C (7.968, -8.086, -6.523)  -0.02
C (8.751, -7.209, -7.573)  -0.27
C (10.006, -6.546, -6.954)  -0.04
O (10.940, -6.822, -8.054)  0.04
C (10.390, -7.813, -8.856)  -0.56
O (10.934, -8.234, -9.913)  0.08
O (9.231, -8.146, -8.510)  0.12
H (7.212, -8.792, -6.866)  0.08
H (7.465, -7.346, -5.902)  0.07
H (8.618, -8.713, -5.913)  0.08
H (8.007, -6.642, -8.132)  0.15
H (10.420, -7.222, -6.207)  0.12
H (9.946, -5.536, -6.548)  0.12

The calculation puts the HOMO energy at -0.357 Eh. As for the spin multiplicity: 1.

---

no.,total energy (Eh)
1,-2207.06958
2,-4999.69367